A gas-phase ion, C4H8NO (charge +1), computed with ωB97M-V with the def2-TZVPD basis set.

The energy above the lowest of the compared OMol25 structures with the same formula, charge and spin comes out at 47.7 kcal/mol. The value obtained for the highest occupied orbital energy is -15.29 eV. The calculation puts the HOMO-LUMO gap at 10.40 eV. The SMILES is C=C(C=O)[NH2+]C. The value obtained for the lowest unoccupied orbital energy is -4.89 eV.

```
! wB97M-V def2-TZVPD RIJCOSX def2/J DEFGRID3
* xyz 1 1
C 0.0857 -1.7520 0.2451
C 1.8509 -0.1196 -0.0422
C 0.5376 -0.5954 -0.2643
C -1.2414 1.0030 0.4080
N -0.4201 0.4795 -0.6993
O 1.9088 1.0650 -0.2078
H 0.6337 -2.5617 0.5159
H -1.0158 -1.8337 0.2778
H 2.6855 -0.8097 -0.0533
H -0.4375 1.3333 1.2761
H -1.7600 1.9675 0.1410
H -2.1504 0.4281 0.8398
H 0.1971 1.3267 -0.9218
H -0.8741 0.0689 -1.5151
*
```

***

7 unconnected molecules or ions with the total composition C55H60N6O17, computed with ωB97M-V with the def2-TZVPD basis set.

The value obtained for the highest occupied orbital energy is -8.32 eV. The calculation puts the HOMO-LUMO gap at 7.40 eV. The SMILES is CC(C)(C)CC(C)(C)c1ccc(OCCOCCOC(=O)O)cc1.O=[N+]([O-])c1ccccc1.O=[N+]([O-])c1ccccc1.O=[N+]([O-])c1ccccc1.O=[N+]([O-])c1ccccc1.O=[N+]([O-])c1ccccc1.O=[N+]([O-])c1ccccc1. The value obtained for the lowest unoccupied orbital energy is -0.91 eV.

```
! wB97M-V def2-TZVPD RIJCOSX def2/J DEFGRID3
* xyz 0 1
C -1.0577 -3.9659 4.5532
C -2.4916 -4.6920 4.2094
C -3.6021 -3.5775 4.5017
C -2.5520 -5.9393 5.2616
C -2.3641 -5.1780 2.6855
C -3.7261 -5.3221 1.8506
C -4.9492 -6.0150 2.6300
C -3.3709 -6.3399 0.6120
C -4.1537 -3.9427 1.0925
C -5.4456 -3.9224 0.1832
C -5.8525 -2.6220 -0.6027
C -4.9888 -1.3092 -0.4967
O -5.4131 -0.1705 -1.2703
C -4.3378 0.0516 -2.2513
C -3.9793 -1.2604 -3.1025
O -2.6585 -1.7781 -2.7380
C -2.6154 -3.2186 -2.8309
C -1.1966 -3.6876 -3.4793
O -1.2042 -5.0857 -3.8841
C -0.8285 -5.9489 -2.8309
O -1.4136 -7.0709 -2.7504
O 0.1900 -5.6906 -1.8824
C -3.7301 -1.2981 0.4083
C -3.3541 -2.6165 1.1496
H -1.2561 -2.8333 4.6932
H -0.6005 -4.3643 5.5211
H -0.3349 -4.0310 3.6579
H -4.6838 -3.9197 4.3871
H -3.4801 -3.2905 5.6191
H -3.4341 -2.5852 3.9335
H -2.6324 -5.5834 6.3428
H -1.5067 -6.4341 5.1718
H -3.3022 -6.7433 4.9610
H -1.6429 -4.5487 2.0409
H -1.8849 -6.2338 2.7207
H -5.9407 -5.4953 2.3294
H -4.9002 -5.9550 3.7655
H -5.0619 -7.0984 2.2468
H -2.8569 -7.2865 0.9934
H -4.3750 -6.5946 0.1019
H -2.7255 -5.7223 -0.1075
H -6.0451 -4.8958 0.0925
H -6.7829 -2.6791 -1.2821
H -3.3807 0.4268 -1.7327
H -4.6930 0.8466 -3.0118
H -3.8764 -0.9199 -4.2070
H -4.7847 -2.0678 -3.0992
H -2.6134 -3.6238 -1.7509
H -3.4225 -3.6862 -3.4881
H -0.3152 -3.4068 -2.7931
H -1.0564 -3.0675 -4.4440
H 0.5520 -6.5823 -1.6351
H -3.0786 -0.3569 0.5408
H -2.4084 -2.5856 1.8011
C -3.2893 3.6271 -0.7281
C -2.6981 2.8875 0.2863
C -1.4206 3.2096 0.7319
C -0.7468 4.2834 0.1515
C -1.3331 5.0252 -0.8733
C -2.6103 4.6916 -1.3125
N 0.5889 4.6450 0.6327
O 1.0793 3.9615 1.5194
O 1.1352 5.6132 0.1223
H -4.2895 3.3726 -1.0666
H -3.2369 2.0584 0.7341
H -0.9703 2.6234 1.5258
H -0.8140 5.8587 -1.3334
H -3.0778 5.2631 -2.1075
C -5.5269 3.5568 5.4096
C -5.1398 3.2096 4.1181
C -4.3480 2.0860 3.9086
C -3.9535 1.3161 4.9955
C -4.3297 1.6592 6.2921
C -5.1196 2.7862 6.4957
N -3.1429 0.1214 4.7621
O -2.8203 -0.1300 3.6077
O -2.8399 -0.5624 5.7241
H -6.1500 4.4314 5.5706
H -5.4584 3.8137 3.2749
H -4.0522 1.8247 2.8989
H -4.0212 1.0646 7.1451
H -5.4216 3.0624 7.5005
C 3.3439 -5.3278 -2.2845
C 3.3697 -5.2531 -0.8952
C 4.3082 -5.9852 -0.1758
C 5.2209 -6.7866 -0.8601
C 5.1952 -6.8718 -2.2514
C 4.2511 -6.1385 -2.9622
N 6.2277 -7.5389 -0.1080
O 6.2087 -7.4538 1.1131
O 7.0331 -8.2053 -0.7421
H 2.6134 -4.7505 -2.8429
H 2.6595 -4.6210 -0.3735
H 4.3177 -5.9180 0.9065
H 5.8986 -7.4967 -2.7909
H 4.2241 -6.1949 -4.0454
C 1.7597 9.7354 -2.1884
C 0.8732 8.6642 -2.1209
C -0.4961 8.8855 -2.2245
C -0.9673 10.1851 -2.4003
C -0.0853 11.2627 -2.4609
C 1.2823 11.0322 -2.3534
N -2.4068 10.4193 -2.5352
O -3.1520 9.4511 -2.4581
O -2.7828 11.5677 -2.7211
H 2.8273 9.5586 -2.1136
H 1.2509 7.6550 -1.9903
H -1.1762 8.0426 -2.1705
H -0.4441 12.2776 -2.5926
H 1.9779 11.8633 -2.4019
C 9.3135 -2.7410 0.8523
C 8.4398 -3.8207 0.9428
C 7.0682 -3.6175 0.8356
C 6.5819 -2.3266 0.6330
C 7.4509 -1.2405 0.5491
C 8.8211 -1.4530 0.6603
N 5.1397 -2.1116 0.4943
O 4.4072 -3.0873 0.5921
O 4.7501 -0.9724 0.2847
H 10.3842 -2.9041 0.9309
H 8.8290 -4.8223 1.0941
H 6.3982 -4.4675 0.9079
H 7.0803 -0.2327 0.3965
H 9.5067 -0.6149 0.5935
C 7.1035 6.3279 -5.0601
C 7.2558 6.8637 -3.7846
C 6.4606 7.9295 -3.3772
C 5.5112 8.4488 -4.2559
C 5.3590 7.9216 -5.5370
C 6.1607 6.8576 -5.9365
N 4.6543 9.5545 -3.8228
O 4.8308 10.0059 -2.6922
O 3.8081 9.9636 -4.6114
H 7.7224 5.4921 -5.3726
H 7.9933 6.4477 -3.1062
H 6.5892 8.3379 -2.3808
H 4.6260 8.3232 -6.2281
H 6.0485 6.4377 -6.9305
*
```

***

3 unconnected molecules or ions with the total composition C2H11NO2, computed with ωB97M-V with the def2-TZVPD basis set.

As for the expectation value of S²: 0.75. The energy above the lowest of the compared OMol25 structures with the same formula, charge and spin comes out at 6.6 kcal/mol. The value obtained for the highest occupied orbital energy (spin up / spin down) is 0.79 / -6.13 eV. The calculation puts the HOMO-LUMO gap (spin up / spin down) at 2.82 / 9.66 eV. The value obtained for the lowest unoccupied orbital energy (spin up / spin down) is 3.61 / 3.52 eV.

```
! wB97M-V def2-TZVPD RIJCOSX def2/J DEFGRID3
* xyz -1 2
C -1.6339 0.6619 0.2802
N -2.0575 1.2265 -1.0049
C -1.0164 1.0184 -2.0191
H -2.2019 1.1115 1.0896
H -0.6112 0.9850 0.4913
H -1.6169 -0.4306 0.2557
H -2.9468 0.8211 -1.2484
H -1.4846 0.7746 -2.9690
H -0.4258 1.9228 -2.0758
H -0.3916 0.2017 -1.7317
H 1.6617 -0.6841 0.4979
H 2.6723 -1.6813 0.0995
O 1.9367 -1.1839 -0.2858
H 3.0341 -2.2565 3.1083
H 2.7606 -0.8052 2.7468
O 2.3211 -1.6821 2.7655
*
```

***

A molecular structure, C40H43FFeN4O5Te, computed with ωB97M-V with the def2-TZVPD basis set.

As for the expectation value of S²: 8.79. The value obtained for the highest occupied orbital energy (spin up / spin down) is -6.86 / -9.83 eV. The calculation puts the HOMO-LUMO gap (spin up / spin down) at 4.17 / 7.14 eV. The value obtained for the lowest unoccupied orbital energy (spin up / spin down) is -2.68 / -2.69 eV.

```
! wB97M-V def2-TZVPD RIJCOSX def2/J DEFGRID3
* xyz 1 6
Fe 1.7648 -0.4943 -2.8879
F 2.9792 0.0392 3.9159
C 2.1132 -0.7836 3.2640
C 2.1072 -0.7701 1.8888
C 1.2531 -1.6567 1.1870
C 1.1998 -1.6470 -0.2220
O 1.9563 -0.8200 -0.9087
C 0.2938 -2.5579 -0.8595
C -0.4326 -3.4286 -0.1298
N -0.3506 -3.4710 1.2468
C -1.1768 -4.3945 1.9683
C -1.2561 -5.8102 1.4843
C -0.5105 -5.4928 2.7465
C 0.4367 -2.5561 1.9406
C 0.4411 -2.5022 3.3226
C 1.2893 -1.6015 4.0124
N 1.3131 -1.6491 5.4429
C 1.3469 -0.3936 6.1714
C 0.9175 -0.6791 7.6337
N 0.5241 -2.1230 7.7059
C 1.7010 -3.0091 7.4226
C 2.2422 -2.6049 6.0298
C 0.2854 -2.5318 -2.3620
O 0.7743 -3.4777 -2.9913
O -0.0920 -1.4197 -2.8910
H 2.7654 -0.1144 1.3394
H -1.1011 -4.1473 -0.5785
H -2.0787 -3.9620 2.3930
H -0.6643 -6.0706 0.6182
H -2.2114 -6.3092 1.5545
H 0.5695 -5.5231 2.7014
H -0.9477 -5.7830 3.6924
H -0.2036 -3.1495 3.9002
H 0.6567 0.3015 5.6980
H 2.3376 0.0697 6.1790
H 0.0638 -0.0834 7.9481
H 1.7282 -0.5387 8.3455
H -0.1260 -2.2730 6.9244
H 0.0736 -2.3570 8.5876
H 1.3475 -4.0374 7.4589
H 2.4212 -2.8516 8.2224
H 2.3016 -3.4776 5.3847
H 3.2524 -2.1875 6.1282
O 2.9578 -2.0406 -3.6078
H 3.6329 -2.2926 -2.9644
H 2.2923 -2.7803 -3.5887
C -6.4752 1.4335 -3.8104
C -5.0599 1.3952 -3.3076
C -3.9902 1.3013 -4.1829
C -2.6668 1.2435 -3.7520
C -1.5965 1.0842 -4.7940
C -2.4330 1.3114 -2.3750
Te -0.5451 1.2683 -1.4257
N 0.8726 1.2942 -2.8072
C 1.0330 2.3969 -3.5894
O 0.3836 3.4274 -3.5274
C 2.1209 2.2046 -4.6081
C 2.3022 0.9817 -5.2484
C 3.3346 0.8128 -6.1623
C 4.1907 1.8690 -6.4351
C 3.9990 3.0971 -5.8130
C 2.9630 3.2689 -4.9093
C -0.5343 3.2619 -0.7326
C -1.4354 4.1956 -1.2222
C -1.4333 5.4809 -0.7078
C -0.5211 5.8220 0.2812
C 0.3838 4.8838 0.7502
C 0.3954 3.5810 0.2567
C 1.3888 2.5755 0.7733
C -3.4954 1.3547 -1.4562
C -3.2940 1.3465 0.0390
C -4.7927 1.4059 -1.9449
H -6.5120 1.6583 -4.8750
H -7.0603 2.1855 -3.2806
H -6.9625 0.4691 -3.6546
H -4.1822 1.2572 -5.2489
H -1.0806 2.0285 -4.9718
H -2.0471 0.7647 -5.7322
H -0.8697 0.3299 -4.5001
H 1.5914 0.1670 -5.1097
H 3.4592 -0.1376 -6.6641
H 4.9995 1.7403 -7.1420
H 4.6598 3.9242 -6.0371
H 2.7914 4.2221 -4.4266
H -2.1204 3.9310 -2.0178
H -2.1288 6.2161 -1.0901
H -0.5075 6.8269 0.6827
H 1.1020 5.1610 1.5126
H 2.0576 3.0335 1.5006
H 2.0044 2.1648 -0.0314
H 0.8963 1.7310 1.2626
H -2.6178 0.5507 0.3655
H -4.2453 1.1776 0.5406
H -2.8955 2.2967 0.4005
H -5.6151 1.4470 -1.2391
*
```

***

2 unconnected molecules or ions with the total composition C4H11N3O2, computed with ωB97M-V with the def2-TZVPD basis set.

The energy above the lowest of the compared OMol25 structures with the same formula, charge and spin comes out at 26.5 kcal/mol. The value obtained for the highest occupied orbital energy is -8.93 eV. The calculation puts the HOMO-LUMO gap at 9.62 eV. The SMILES is [H]/N=C(/N)NC.CC(=O)O. The value obtained for the lowest unoccupied orbital energy is 0.69 eV.

```
! wB97M-V def2-TZVPD RIJCOSX def2/J DEFGRID3
* xyz 0 1
C 0.2886 -0.0031 -3.2588
C -0.2161 1.1659 -1.1697
N -1.4331 0.8163 -1.1332
N 0.7651 0.6549 -2.0471
N 0.2661 2.1161 -0.3341
H -1.7528 0.1120 -1.7886
H -0.6090 -0.0408 4.6262
H 1.5904 0.1942 -1.7454
H -0.4507 2.6903 0.0860
H 1.1780 2.5352 -0.2224
H -0.6325 0.4301 -3.6354
H 0.0818 -1.0787 -3.1720
H 1.1317 -0.0126 -3.9572
C 0.0363 -1.4666 1.8427
C -0.1434 -1.3006 3.3729
O -0.4479 -0.0295 3.6821
O -0.0456 -2.1916 4.1854
H 0.6105 -2.3895 1.8003
H 0.6974 -0.6626 1.5346
H -0.9150 -1.5393 1.3339
*
```

***

A molecular structure, C17H20MnN7OS, computed with ωB97M-V with the def2-TZVPD basis set.

As for the expectation value of S²: 9.23. The energy above the lowest of the compared OMol25 structures with the same formula, charge and spin comes out at 52.6 kcal/mol. The value obtained for the highest occupied orbital energy (spin up / spin down) is -9.40 / -11.67 eV. The calculation puts the HOMO-LUMO gap (spin up / spin down) at 4.28 / 7.13 eV. The value obtained for the lowest unoccupied orbital energy (spin up / spin down) is -5.11 / -4.55 eV.

```
! wB97M-V def2-TZVPD RIJCOSX def2/J DEFGRID3
* xyz 1 6
Mn 7.0350 -10.6738 9.8325
C 11.3072 -8.5137 8.1995
C 11.3028 -9.9012 7.5348
N 10.9618 -11.1049 8.3377
C 9.6951 -11.2543 8.8006
S 8.4258 -10.5515 7.8860
N 9.5052 -12.0218 9.8966
N 8.2040 -12.1644 10.2928
C 7.8441 -13.0177 11.2329
C 8.7967 -13.9619 11.8447
C 6.5512 -12.8027 11.7320
C 5.8652 -13.6523 12.6426
C 4.7107 -13.1521 13.2176
C 4.2103 -11.8989 12.8469
C 4.8385 -11.2237 11.8328
N 5.9885 -11.6631 11.2709
H 10.2460 -8.1684 8.4316
H 11.6778 -7.8296 7.4194
H 11.9191 -8.5269 9.0802
H 12.3449 -10.0815 7.2281
H 10.6321 -9.9770 6.6402
H 11.6470 -11.5859 8.9083
H 9.7717 -13.7832 11.3463
H 8.4981 -14.9887 11.5482
H 8.9050 -13.8864 12.9466
H 6.2814 -14.5774 13.0145
H 4.1180 -13.7894 13.8770
H 3.3744 -11.4521 13.3690
H 4.3546 -10.3315 11.4436
N 7.6405 -9.0525 11.8258
C 7.1423 -8.8688 10.6857
H 8.5767 -9.5071 11.8642
N 3.5311 -3.4225 8.9407
C 4.2024 -4.3375 9.2680
C 4.8977 -5.5065 9.5082
C 5.0002 -5.9265 10.8506
C 5.6820 -7.0023 11.2236
N 6.4204 -7.7025 10.2645
C 6.3818 -7.3433 8.9240
C 5.7290 -6.2338 8.5462
H 4.4275 -5.3018 11.5588
H 5.8130 -7.4219 12.2137
H 6.8410 -8.0440 8.2269
H 5.6424 -5.9315 7.4629
O 10.0505 -10.8286 12.4349
H 10.1199 -11.1626 11.5022
H 10.8983 -10.3859 12.5589
*
```

***

no.,F_max (eV/A),electronic energy (eV)
1,4.920,-7806.035
2,5.389,-101732.041
3,1.270,-7835.959
4,0.359,-102767.157
5,2.407,-12891.681
6,4.584,-72578.089